DFT (ωB97M-V with the def2-TZVPD basis set) results for C68H150F3NO5P4 as an isolated structure at a distorted geometry.

Last column: Mulliken charge in e.
Element x y z (Å)
P -3.4694 1.6371 -3.3991  0.577
P -3.1651 2.8409 2.3172  0.997
P 4.7562 1.2396 0.8112  1.085
P 1.2849 -6.9367 1.2204  0.930
F 7.1079 3.7784 -4.6254  -0.280
F 5.6395 3.0333 -6.0398  -0.266
F 6.9956 1.6715 -5.0180  -0.277
O 5.7013 2.5429 -2.4368  -0.771
O -0.5974 0.3551 -1.2476  -0.086
O -1.7911 1.6666 -0.0431  0.389
O -0.0928 0.5749 0.8674  -0.788
O 4.3574 1.5880 -4.0062  -0.521
N -0.8054 0.8944 -0.1188  -0.322
C -4.5034 1.2228 -1.9650  -0.792
C -2.3132 6.0569 -0.2375  -0.150
C 0.2769 4.0762 -0.1114  0.819
C -0.6044 -8.9995 1.9015  -0.610
C 7.2719 1.6845 2.1305  -0.349
C -0.3432 4.2639 -4.0425  0.848
C 4.6462 -3.8910 -0.8487  -1.508
C -0.0031 -2.8925 -0.9812  0.073
C -0.4327 -7.5154 1.6382  -1.101
C -2.5315 0.1394 -3.9037  -0.938
C -0.7701 3.3014 3.7473  -1.288
C 4.4367 -8.3184 -1.0747  -0.931
C -2.2394 2.9053 -3.1469  0.560
C 0.1638 -4.3617 1.1387  -1.448
C 1.1932 -5.2732 0.4784  0.018
C 2.3746 2.7143 0.4228  1.943
C -5.8060 0.4851 -2.2935  -0.144
C 9.6046 1.7628 3.1592  -1.342
C -2.5815 -3.7599 -3.9097  -1.538
C -5.1739 3.4554 -4.6019  -0.596
C -5.5957 4.0955 3.2311  0.136
C -2.1217 -2.3210 -4.1859  -0.207
C -2.0605 -9.3369 2.2873  -0.665
C 2.1572 -6.8395 2.8762  -1.041
C -6.7248 0.4304 -1.0756  -0.129
C 4.3394 1.9901 6.0069  -1.404
C -2.4437 5.2780 1.0433  -0.785
C 2.1941 0.5322 -3.9026  -1.500
C 2.2608 -7.9919 0.1560  -1.086
C 1.7909 4.0883 0.0780  -2.463
C 1.4902 4.3126 4.3678  -1.726
C 0.2578 -2.9368 0.5268  -0.118
C 6.2391 2.7654 -4.8695  0.763
C 4.1826 -0.0387 -0.3846  -1.060
C 0.7101 3.3575 3.4458  1.639
C -4.0900 1.3870 1.7473  -1.692
C 0.5351 4.6644 -5.2352  -1.700
C 3.5992 -6.3445 2.9331  -0.126
C -4.1112 3.8132 3.5023  -1.118
C -3.0507 -9.4114 1.1394  -1.216
C -6.6975 3.4256 -6.6251  -1.220
C -1.4639 2.3498 2.7695  0.881
C 4.0307 1.7228 3.5168  -0.193
C 3.9031 2.8044 0.3445  -1.835
C 5.2498 2.6890 -3.6938  -0.098
C -6.3073 4.7313 4.4316  -0.548
C -4.4585 2.1254 -4.8410  -1.026
C 4.1667 -6.2511 4.3523  -0.695
C -2.9761 3.8811 0.8009  0.741
C -5.2669 1.5029 0.7700  0.963
C 4.1645 0.6612 2.4322  -1.359
C 6.5774 1.4973 0.7787  -1.358
C -6.2276 6.2636 4.2936  -1.260
C 4.5356 -7.6089 4.9745  -1.261
C -1.6239 3.5137 -4.4289  -1.038
C -6.2872 0.3964 1.0880  -0.236
C 4.6942 -1.4676 -0.1144  -0.858
C -3.6916 6.5331 -0.7572  -1.709
C 3.4779 -7.3090 -0.4730  0.249
C -3.0295 -1.2559 -3.5104  -0.379
C -5.6572 4.1909 -5.8509  -0.694
C -8.0666 -0.2211 -1.4615  -1.729
C 3.8985 -2.5100 -0.9200  1.111
C 3.6245 1.2033 4.9072  -0.165
C 3.0699 1.7059 -3.4772  0.957
C -7.2973 0.7025 2.1902  -1.729
C 8.7782 1.8833 1.8777  -0.486
C 5.5151 -7.6741 -1.9413  -1.266
H 3.1096 -0.0893 -0.5948  0.070
H 2.1023 -7.8766 3.2227  0.514
H -1.1212 4.3403 3.7285  0.405
H -3.0364 -10.4212 0.7331  0.332
H -2.9392 -1.3726 -2.4284  0.245
H -2.2868 0.2239 -4.9661  0.998
H -1.3710 2.6656 -5.0719  0.526
H 2.9285 -2.7203 -0.4618  -0.721
H -6.0079 5.1792 -5.5553  0.463
H -3.5879 4.7441 3.7250  0.555
H -6.9088 0.4667 3.1825  0.310
H 9.3645 0.7685 3.5581  0.319
H -7.9805 -1.2792 -1.6979  0.347
H 3.9279 0.1634 5.0363  0.452
H 4.8659 -8.9459 -0.2875  0.395
H -4.9475 1.3020 -0.2527  -1.677
H 4.2760 3.0439 -0.6605  0.847
H 0.8348 3.7197 2.4212  -0.964
H 4.4079 -4.5468 -1.6794  0.451
H 5.0453 -7.1049 -2.7472  0.321
H -4.0562 -1.5222 -3.7797  0.366
H 0.0149 5.1360 -0.1566  0.403
H 1.4548 -6.2537 3.4721  0.668
H 3.5719 -5.3125 2.5644  -0.011
H 1.2322 0.2917 -3.4435  0.077
H 4.9865 2.2528 3.5547  0.189
H 2.5503 -8.8520 0.7687  0.519
H -3.3856 0.6347 1.3885  0.335
H -7.5846 1.7550 2.1697  0.306
H 4.7004 -1.6903 0.9543  0.402
H -3.6635 7.0942 -1.6954  0.482
H -2.3263 3.2138 0.2213  -0.920
H -2.7797 -3.9638 -2.8558  0.278
H 3.4676 -5.7975 5.0566  0.347
H -5.8141 -0.5638 1.3149  0.479
H -5.7556 2.4769 0.7981  0.844
H 0.3431 -4.1907 2.2041  0.424
H 2.3310 4.5097 -0.7720  0.936
H 0.9037 -3.0114 -1.5822  0.275
H -3.9502 0.5482 -1.3095  0.304
H -0.5438 -3.7730 -1.3478  0.453
H -5.9404 3.2633 -3.8414  0.383
H 3.6946 -2.1575 -1.9296  0.159
H 3.1717 -6.7204 -1.3416  0.320
H 3.6540 -8.2545 4.8896  0.284
H -1.9158 5.4643 -1.0637  -0.346
H 8.9596 2.8871 1.4866  0.362
H -5.7657 4.5341 5.3576  0.353
H -5.5688 -0.5276 -2.6218  0.034
H 6.6766 2.4182 0.1991  0.657
H 1.2864 5.4022 -4.9469  0.455
H -1.6116 6.8697 -0.0484  0.635
H 5.7212 -3.6942 -0.8138  0.496
H 3.1648 0.2679 2.2261  0.508
H 0.9224 -5.5746 -0.5373  0.653
H 1.3014 3.9787 5.3928  0.412
H 10.6858 1.7125 3.0507  0.399
H -0.5235 -1.9821 -1.2693  -0.799
H -6.4742 2.3708 -6.8120  0.275
H 2.1556 -4.7718 0.5837  -0.353
H 3.8673 -9.0171 -1.6986  0.395
H -1.2334 -2.0978 -3.5848  0.044
H 3.3464 2.4811 3.1280  -0.252
H 2.5673 2.6230 -3.8014  0.489
H -3.9478 3.8749 0.3042  1.063
H 2.0081 2.2547 1.3419  -0.383
H -4.4268 1.0463 2.7370  0.700
H -1.4849 1.4030 3.3163  1.130
H -8.2058 0.1165 2.0581  0.513
H 7.1990 0.7789 2.7359  0.334
H -6.3974 6.8229 5.2129  0.396
H -5.7585 4.6098 2.2765  0.414
H 4.1769 1.4919 6.9618  0.432
H 9.1581 1.1459 1.1684  0.386
H -7.1007 3.7929 -7.5683  0.401
H -6.8400 1.3745 -0.5386  0.533
H 1.2176 -2.4714 0.7633  0.129
H 6.9716 2.6125 2.6155  0.271
H -5.2368 6.5846 3.9550  0.290
H -2.0149 -10.3267 2.7481  0.430
H 5.0709 -5.6452 4.2855  0.388
H -1.4957 2.4267 -2.5038  -0.694
H -0.0856 5.1381 -5.9979  0.436
H -4.4771 4.1167 -4.0767  0.093
H -4.0903 7.3179 -0.1071  0.452
H -1.5494 0.2861 -3.4405  -0.142
H 5.4104 1.8542 5.8313  0.318
H -8.4169 0.2971 -2.3593  0.388
H -6.8334 0.1551 0.1715  -0.603
H -1.7302 -4.4002 -4.1424  0.437
H 0.0347 -9.1744 2.7716  0.296
H -2.0085 -2.0550 -5.2338  0.519
H 1.9955 4.8328 0.8585  0.404
H 4.0788 3.0432 5.9328  0.322
H 6.1390 -7.0654 -1.2868  0.289
H -0.6932 -6.8280 2.4451  0.557
H 1.7313 -8.4207 -0.6993  0.641
H 4.2965 3.5587 1.0343  0.621
H -8.8852 -0.0522 -0.7624  0.424
H 1.1439 3.8637 -5.6556  0.326
H -0.4549 -2.2729 1.0189  0.176
H -6.3660 0.9130 -3.1299  0.553
H 4.7917 -7.6478 6.0314  0.389
H 9.3104 2.4952 3.9109  0.319
H 0.1223 3.6417 -1.0993  -1.085
H -6.2321 -0.1832 -0.3111  0.110
H -6.9259 6.6004 3.5258  0.317
H -7.3707 4.5201 4.5077  0.340
H -2.2088 4.2299 -5.0061  0.238
H -1.0543 2.9906 4.7561  0.605
H 2.5524 1.3684 5.0315  0.098
H 4.5200 0.3489 -1.3558  0.719
H 6.9238 0.6297 0.2163  0.737
H 6.1369 -8.3717 -2.5013  0.405
H -3.4807 -3.9746 -4.4841  0.401
H 4.8684 -0.1239 2.7180  0.813
H -0.5585 5.1741 -3.4763  0.142
H -7.6028 3.3352 -6.0096  0.314
H -0.8604 -4.7315 1.0729  0.350
H -4.7526 4.3400 -6.4496  0.270
H -4.0323 3.2108 4.4163  0.802
H -4.0684 -9.1152 1.3930  0.321
H -2.8470 -8.7313 0.3051  0.301
H -0.2730 -9.6431 1.0872  0.411
H 5.3264 -8.1304 4.4320  0.324
H -2.3542 -8.7090 3.1317  0.385
H -5.1196 1.2930 -5.0853  0.841
H 1.0811 5.3242 4.3416  0.424
H -6.1877 3.2220 2.9328  -0.677
H -0.9487 -7.1320 0.7492  0.551
H 4.7044 3.6473 -3.7423  0.142
H 2.7611 -0.3967 -3.7794  0.286
H -0.2782 3.5933 0.6870  0.120
H 1.1711 2.3678 3.4958  -0.206
H -2.6672 3.7452 -2.5913  0.381
H 4.0116 -6.6817 0.2421  -0.113
H 3.1401 1.6431 -2.3872  -0.465
H -3.1130 5.7560 1.7653  0.643
H 2.0913 2.0012 -0.3577  -0.411
H -4.4391 5.7583 -0.9227  0.212
H 5.7199 -1.5755 -0.4729  0.432
H 0.2715 3.6672 -3.3627  -0.496
H -4.7300 2.1373 -1.4126  1.436
H 1.9596 0.6630 -4.9639  0.416
H -0.9419 2.1363 1.8335  -1.847
H 4.2823 -6.8653 2.2627  0.362
H 2.5624 4.3309 4.1913  0.301
H -3.7346 2.2602 -5.6497  0.778
H -1.4739 5.2400 1.5505  0.163
H 4.5213 -4.2995 0.1575  0.096

Values from the calculation:
Largest force on an atom (eV Å⁻¹): 8.69
Total charge: +2
Energy relative to the best compared isomer or geometry (same formula, charge and spin) (kcal per mole): 88.1
Frontier orbital gap (Eh): 0.212
Highest occupied orbital energy (eV): -9.4